A:
The following is a quantum chemistry calculation of a structure of composition C4H8N4O, from the OMol25 dataset.

Computed properties:
HOMO level: -8.27 eV

XYZ file:
```
17
Properties=species:S:1:pos:R:3:nbo_charge:R:1
C 1.67591 0.77748 0.97862 -0.12
C 0.47385 0.76593 0.31562 0.22
C -1.27987 -0.34933 -1.91698 0.22
C -0.41168 -0.27925 0.92530 -0.35
H 1.41029 1.43562 3.06396 0.46
H 2.09762 -0.10671 0.82171 0.21
H 2.48173 1.68608 0.94487 0.20
H -2.12995 -0.67708 -2.67677 0.21
H -0.87829 -2.50016 -1.47174 0.38
H -0.61494 -2.09475 0.83788 0.36
H -0.18711 -0.56553 1.93749 0.25
H -1.30962 0.29132 1.14978 0.22
N 0.26607 1.18700 -0.88435 -0.24
N -0.75966 0.81907 -1.74386 -0.34
N -1.24068 -1.43579 -1.01025 -0.50
N -0.22776 -1.48414 0.08217 -0.46
O 1.26440 0.42991 2.30894 -0.73
```

***

B:
The following is a quantum chemistry calculation of the molecule C4H8N4O, from the OMol25 dataset.

Computed properties:
HOMO level: -9.13 eV
SMILES: [H]/N=C(\NN)[C@@H]1CN1C=O

XYZ file:
```
17
Properties=species:S:1:pos:R:3:nbo_charge:R:1
H 0.82633 -1.46090 2.26232 0.33
N 0.68851 -0.54972 1.87299 -0.72
C 0.84778 -0.49448 0.62296 0.42
N 1.00021 -1.60960 -0.16186 -0.47
N 0.87788 -1.75273 -1.58135 -0.61
C 0.72415 0.86385 -0.02523 -0.12
C 0.12425 2.00073 0.76153 -0.21
N -0.55841 1.39372 -0.37744 -0.43
C -1.79223 0.82044 -0.30226 0.54
O -2.04016 -0.29936 -0.63536 -0.58
H 0.91855 -2.48784 0.42607 0.38
H 1.75804 -1.37733 -2.00103 0.34
H 0.18995 -1.10707 -1.88456 0.36
H 1.44297 1.14787 -0.77695 0.22
H -0.21708 1.68971 1.69849 0.23
H 0.51211 2.99980 0.68233 0.21
H -2.59054 1.47571 0.06778 0.12
```

***

C:
The following is a quantum chemistry calculation of the molecule C4H8N4O, from the OMol25 dataset.

Computed properties:
HOMO level: -9.08 eV
SMILES: [H]/N=C1/NCCN/N=C\O1

XYZ file:
```
17
Properties=species:S:1:pos:R:3:nbo_charge:R:1
H -3.21160 -0.57511 0.40871 0.35
N -2.50110 -1.23812 0.23597 -0.70
C -1.36691 -0.73052 0.19591 0.69
N -0.17403 -1.46398 0.04152 -0.61
C 0.96725 -1.02364 0.64366 -0.24
C 1.42929 0.15233 -0.31093 -0.26
N 1.17045 1.65465 0.00018 -0.47
N 0.03052 2.19138 -0.72593 -0.27
C -1.02022 1.52560 -0.44148 0.33
O -1.05235 0.53376 0.44915 -0.54
H -0.50494 -2.57448 0.51452 0.39
H 1.62409 -1.84993 0.39779 0.22
H 1.08423 -0.51803 1.74463 0.20
H 1.03838 0.07783 -1.35325 0.19
H 2.50320 0.08467 -0.35732 0.20
H 1.90974 2.11834 -0.37911 0.35
H -1.92600 1.63524 -1.06403 0.17
```

***

Least stable = A